[1]
ORCA calculation (the ωB97M-V functional and the def2-TZVPD basis) on 11 unconnected molecules or ions with the total composition C39H92IN2O13P in a non-equilibrium geometry.

Each line ends with the Löwdin charge.
Positions of all 148 atoms, in Å:
N: 2.82329 2.21534 -0.85563  0.196
C: 2.39265 3.25644 -1.13621  -0.205
C: 1.96033 4.59833 -1.44153  -0.177
C: 1.13127 4.67707 -2.76353  -0.600
C: 0.70351 3.37307 -3.19620  -0.247
N: 0.43165 2.36422 -3.70642  0.235
C: -0.05716 5.64887 -2.63484  -0.210
C: -1.33062 5.00456 -2.10227  -0.165
C: -2.16652 4.27658 -3.15392  -0.167
C: -3.64202 4.61983 -3.07046  -0.164
O: -4.08502 4.62441 -1.70257  -0.032
C: -5.09574 3.78222 -1.44128  -0.338
O: -6.12878 3.75681 -2.05377  0.088
P: 2.37189 5.27266 -4.07558  0.582
O: 1.35064 5.35707 -5.33716  -0.367
I: 2.82900 7.58687 -3.37976  0.464
H: 2.85607 5.19282 -1.54738  0.061
H: 1.40887 5.01988 -0.61952  0.130
H: 0.23660 6.41490 -1.93516  0.088
H: -0.23186 6.15483 -3.56983  0.096
H: -1.94830 5.81361 -1.74241  0.108
H: -1.14863 4.37271 -1.24731  0.123
H: -2.07517 3.20439 -3.05193  0.102
H: -1.83615 4.53241 -4.15238  0.105
H: -3.78936 5.60885 -3.47655  0.115
H: -4.19129 3.90037 -3.65017  0.121
H: -4.94340 3.10627 -0.60365  0.142
H: 1.69936 4.76660 -6.01101  0.033
C: -0.78798 -1.65245 0.80334  -0.064
C: -0.82227 -0.33965 0.03811  -0.476
C: 0.22156 -0.32679 -1.06746  -0.053
O: -0.60180 0.75422 0.93139  -0.056
H: 0.18710 -1.79354 1.27035  0.061
H: -1.53432 -1.65843 1.60016  0.063
H: -0.97869 -2.50166 0.14391  0.080
H: -1.81476 -0.18253 -0.39152  0.131
H: 1.22516 -0.43691 -0.64800  0.067
H: 0.20009 0.62114 -1.60471  0.045
H: 0.05489 -1.13479 -1.78247  0.083
H: 0.27208 0.64050 1.31789  0.079
C: -5.02176 9.13088 -4.08167  -0.059
C: -4.09394 8.79304 -2.92456  -0.503
C: -3.97539 9.95927 -1.95568  -0.060
O: -2.80847 8.41704 -3.42220  -0.064
H: -4.63103 9.97997 -4.64930  0.081
H: -5.09876 8.28821 -4.76921  0.078
H: -6.02168 9.38283 -3.72748  0.082
H: -4.47226 7.91760 -2.39404  0.132
H: -3.55610 10.83436 -2.45992  0.081
H: -3.30618 9.70668 -1.13290  0.079
H: -4.94720 10.23110 -1.54291  0.081
H: -2.46074 9.17462 -3.90234  0.084
C: 1.57867 -5.85193 1.63325  -0.058
C: 1.50570 -4.54762 0.85730  -0.464
C: 2.52754 -4.49477 -0.26495  -0.048
O: 1.71444 -3.44696 1.75547  -0.092
H: 2.56330 -5.96398 2.09572  0.073
H: 0.84197 -5.85050 2.43974  0.079
H: 1.39869 -6.71201 0.99304  0.067
H: 0.50404 -4.42455 0.44506  0.129
H: 3.54285 -4.56537 0.13430  0.076
H: 2.45946 -3.54301 -0.79736  0.077
H: 2.37811 -5.30461 -0.97355  0.064
H: 2.59518 -3.54455 2.13197  0.081
C: -5.96623 -2.48983 -0.71350  -0.064
C: -5.18784 -2.88135 0.53378  -0.497
C: -5.00834 -1.69715 1.47249  -0.060
O: -3.91519 -3.41425 0.17254  -0.057
H: -5.42937 -1.71773 -1.27160  0.079
H: -6.08367 -3.34774 -1.37571  0.078
H: -6.95585 -2.10695 -0.46025  0.079
H: -5.71310 -3.68282 1.05402  0.137
H: -4.44136 -0.90139 0.98081  0.076
H: -4.44787 -1.99385 2.35922  0.077
H: -5.97037 -1.29087 1.78816  0.079
H: -3.42935 -2.72249 -0.28652  0.067
C: 0.35276 -2.56317 5.22446  -0.055
C: 0.28172 -1.06566 4.97592  -0.481
C: -0.92247 -0.69408 4.12229  -0.048
O: 1.48338 -0.62008 4.34182  -0.056
H: 0.45636 -3.09829 4.27477  0.073
H: 1.21716 -2.81730 5.83512  0.068
H: -0.54421 -2.92500 5.72965  0.085
H: 0.22882 -0.53866 5.93117  0.131
H: -0.86597 -1.17532 3.14281  0.035
H: -0.95282 0.38243 3.94833  0.065
H: -1.85544 -0.99639 4.60142  0.088
H: 1.54800 -1.07763 3.49745  0.065
C: 0.16779 3.16587 4.57783  -0.060
C: -0.88243 3.67508 5.55254  -0.496
C: -0.27238 3.99770 6.90847  -0.065
O: -1.92294 2.70895 5.70083  -0.055
H: 0.62190 2.24251 4.94862  0.074
H: -0.28563 2.93678 3.61285  0.076
H: 0.95884 3.90170 4.42445  0.079
H: -1.35732 4.56865 5.14597  0.135
H: 0.16837 3.10061 7.35154  0.080
H: -1.03774 4.35845 7.59605  0.077
H: 0.50571 4.75759 6.82304  0.078
H: -1.52874 1.90720 6.05721  0.075
C: 6.34735 -0.61970 -0.16296  -0.062
C: 5.13682 -1.51908 0.03075  -0.490
C: 4.11184 -0.87912 0.95286  -0.059
O: 5.54847 -2.78643 0.55707  -0.065
H: 6.84532 -0.43794 0.79364  0.080
H: 7.07428 -1.09264 -0.82406  0.078
H: 6.05930 0.34130 -0.59058  0.079
H: 4.67893 -1.72654 -0.93666  0.136
H: 4.54351 -0.70921 1.94471  0.087
H: 3.25050 -1.53731 1.07950  0.051
H: 3.76406 0.07736 0.55872  0.051
H: 5.95785 -2.62605 1.41230  0.083
C: 1.68715 -7.46219 7.04697  -0.061
C: 1.64378 -6.19408 6.20820  -0.497
C: 2.69141 -6.19638 5.10868  -0.065
O: 1.83063 -5.03824 7.01974  -0.060
H: 2.65876 -7.56243 7.53847  0.080
H: 0.92861 -7.42889 7.82904  0.079
H: 1.51742 -8.34862 6.43433  0.080
H: 0.65451 -6.08598 5.76198  0.138
H: 3.69940 -6.25443 5.52969  0.084
H: 2.62882 -5.27164 4.53463  0.065
H: 2.55050 -7.03854 4.42974  0.077
H: 2.69678 -5.08387 7.43457  0.088
C: 2.81471 -10.02510 -0.79417  -0.062
C: 2.74430 -8.71557 -1.56526  -0.489
C: 3.76129 -8.68175 -2.69593  -0.061
O: 2.95572 -7.61283 -0.68176  -0.073
H: 3.80180 -10.14834 -0.34041  0.081
H: 2.08195 -10.03356 0.01309  0.078
H: 2.62541 -10.87954 -1.44509  0.080
H: 1.74117 -8.58592 -1.97284  0.139
H: 4.77659 -8.76463 -2.29901  0.081
H: 3.69997 -7.73763 -3.23732  0.080
H: 3.59862 -9.49851 -3.40031  0.080
H: 3.83766 -7.70285 -0.30760  0.095
C: -0.94966 3.76691 -7.31766  -0.059
C: -0.25656 2.52127 -7.83757  -0.490
C: -1.17834 1.31216 -7.82452  -0.059
O: 0.90981 2.26493 -7.04732  -0.068
H: -1.25921 3.62049 -6.27893  0.066
H: -0.25771 4.60917 -7.33418  0.065
H: -1.82973 4.02813 -7.90678  0.084
H: 0.09771 2.69778 -8.85364  0.137
H: -1.50615 1.09327 -6.80491  0.082
H: -0.65650 0.42997 -8.19489  0.079
H: -2.06106 1.48048 -8.44290  0.080
H: 0.62539 2.09991 -6.13984  0.042

Cartesian forces, eV/Å:
-0.730 1.454 -0.474
1.098 -1.997 0.964
-0.345 -0.146 -0.642
0.364 1.352 0.512
-0.255 -1.846 -1.594
0.306 1.383 0.778
-0.009 -0.478 0.606
-0.338 0.525 -0.624
-0.256 -0.324 0.509
0.569 0.604 -0.269
0.461 -0.817 0.216
-1.239 0.188 -0.335
0.391 -0.120 -0.114
0.465 -0.914 -0.021
-0.080 0.379 0.315
-0.361 -0.068 -0.075
0.343 0.346 0.027
-0.355 0.025 0.385
0.283 0.361 0.200
-0.247 0.059 -0.456
-0.134 0.375 0.292
0.220 -0.291 0.339
0.198 -0.335 -0.009
0.102 0.066 -0.346
-0.269 0.383 -0.102
-0.557 -0.155 -0.180
0.400 0.136 0.497
-0.051 -0.209 -0.525
-0.347 0.069 -0.038
0.504 -0.236 0.069
-0.080 0.160 -0.127
-0.339 0.127 -0.120
0.074 -0.079 -0.113
-0.098 -0.091 -0.352
0.046 -0.019 -0.013
-0.028 0.130 0.064
-0.011 -0.077 0.046
-0.017 -0.021 -0.039
0.009 -0.016 0.011
0.108 0.004 0.049
-0.014 -0.182 -0.071
-0.121 0.345 -0.138
0.160 -0.090 0.122
-0.009 -0.210 0.146
-0.011 0.065 0.070
-0.026 -0.028 0.031
0.001 0.022 -0.002
0.062 -0.064 -0.015
-0.076 0.015 -0.055
-0.029 -0.031 0.020
-0.007 0.011 -0.017
0.101 0.027 -0.065
-0.268 0.046 0.175
0.510 -0.217 0.056
-0.053 0.254 -0.113
-0.250 0.124 0.069
0.060 -0.018 -0.117
-0.015 0.027 -0.017
0.059 -0.005 -0.059
-0.060 0.153 0.116
-0.004 -0.053 0.021
-0.047 0.011 0.034
0.003 -0.066 0.005
0.106 -0.065 -0.034
-0.047 -0.148 -0.050
0.100 0.465 -0.178
0.027 -0.081 0.130
-0.097 -0.276 0.097
-0.009 0.069 0.065
-0.019 -0.025 0.028
0.009 0.025 -0.007
0.085 -0.094 -0.003
-0.052 0.021 -0.060
-0.021 -0.027 0.015
0.005 0.022 -0.012
0.068 0.065 -0.012
0.112 -0.025 0.057
-0.225 -0.334 -0.402
0.051 0.157 0.072
0.072 0.261 0.195
-0.090 0.053 -0.042
-0.024 0.000 0.073
-0.007 -0.009 0.005
0.157 0.069 0.004
0.081 0.062 0.486
-0.052 0.013 0.016
-0.024 -0.015 0.014
-0.004 -0.123 -0.086
-0.067 -0.013 -0.145
0.342 -0.326 0.166
-0.122 0.098 0.074
-0.179 0.253 -0.089
0.059 0.034 0.046
-0.026 0.030 -0.022
0.022 -0.004 0.025
-0.133 -0.039 -0.007
0.071 -0.011 -0.068
-0.012 0.034 -0.024
0.022 -0.015 0.003
0.040 -0.088 0.000
0.088 -0.072 -0.153
0.144 0.259 0.431
-0.176 -0.044 0.010
-0.144 -0.142 -0.241
-0.074 0.050 0.039
-0.027 -0.003 -0.032
-0.015 0.013 0.023
0.007 -0.154 -0.001
0.066 0.062 -0.037
-0.021 -0.001 -0.074
0.032 0.000 0.002
0.054 0.052 0.065
-0.096 0.052 0.091
0.507 -0.059 0.037
-0.032 -0.017 -0.171
-0.385 0.132 0.147
0.048 -0.015 -0.076
-0.036 0.005 -0.029
0.018 0.002 -0.007
-0.046 0.102 0.049
-0.030 -0.088 0.070
-0.049 -0.013 -0.021
0.039 -0.006 -0.021
0.085 -0.094 -0.004
-0.153 0.012 0.089
0.464 -0.204 0.082
-0.064 0.133 -0.092
-0.242 -0.143 -0.176
0.048 -0.008 -0.081
-0.034 0.003 -0.027
0.021 -0.007 -0.001
-0.036 0.109 0.060
-0.008 -0.085 0.032
-0.039 -0.005 -0.012
0.017 -0.013 0.007
0.077 0.031 0.033
0.034 0.165 0.001
-0.204 -0.126 0.415
0.082 -0.100 -0.047
0.143 0.210 -0.227
-0.039 -0.061 -0.022
-0.074 0.068 -0.050
0.000 -0.030 -0.020
0.141 -0.023 0.015
-0.039 0.078 0.015
0.011 0.017 -0.040
-0.010 0.012 0.008
-0.035 -0.086 0.105

Calculated values
SMILES: N#CC[C@@](C#N)(CCCCOC=O)P(O)I.CC(C)O.CC(C)O.CC(C)O.CC(C)O.CC(C)O.CC(C)O.CC(C)O.CC(C)O.CC(C)O.CC(C)O
HOMO: -9.4704 eV
E_tot: -88922.050 eV
lowest unoccupied orbital energy: -0.013 Eh

=====

[2]
ORCA calculation (the ωB97M-V functional and the def2-TZVPD basis) on C8H18N2Si in the gas phase in a non-equilibrium geometry.

Each line ends with the natural charge from an NBO analysis.
Positions of all 29 atoms, in Å:
C: 3.36761 1.33500 -1.24703  -0.431
N: 3.16546 0.27208 -0.26204  -0.413
C: 2.25285 -0.57271 -0.54707  0.140
C: 1.89066 -1.69499 0.37346  -0.552
C: 0.48955 -1.49148 0.67924  0.410
C: -0.02264 -2.47002 1.70461  -0.683
N: -0.17217 -0.53555 0.22320  -0.900
Si: -1.58701 0.45390 0.04074  1.738
C: -0.96531 2.31262 0.11921  -1.112
C: -3.00520 0.33070 1.27668  -1.127
C: -2.17399 0.30453 -1.80438  -1.076
H: 4.51009 1.36639 -1.46431  0.205
H: 2.63810 1.15370 -2.12042  0.175
H: 3.19274 2.18022 -0.69758  0.201
H: 1.59925 -0.55132 -1.49520  0.159
H: 2.47035 -1.71422 1.34933  0.245
H: 2.20618 -2.65499 -0.02558  0.246
H: 0.78596 -2.84433 2.20644  0.209
H: -0.69796 -3.18590 1.18359  0.233
H: -0.64499 -2.04450 2.43241  0.225
H: -1.45158 3.02023 -0.71619  0.233
H: -1.36692 2.81433 1.04484  0.231
H: 0.15853 2.37534 -0.04722  0.244
H: -3.98269 0.08024 0.77761  0.241
H: -2.87942 -0.43501 2.00949  0.238
H: -3.23529 1.27188 1.59458  0.235
H: -2.87969 1.03994 -2.07540  0.230
H: -1.21824 0.54021 -2.27258  0.227
H: -2.44424 -0.65629 -2.24043  0.230

Cartesian forces, eV/Å:
1.313 -2.860 -1.271
-1.002 -1.045 -0.830
1.005 0.397 -0.634
2.424 0.685 0.298
-2.183 -0.661 1.667
-2.056 0.183 -2.238
-0.739 0.877 -0.724
0.013 1.031 -1.119
-0.801 1.007 -1.228
-0.802 -2.415 -2.540
1.801 -1.157 1.165
-2.069 -0.151 -0.294
1.469 0.794 0.857
-0.748 2.646 0.810
1.151 0.194 1.121
-0.518 0.642 -1.002
-0.582 -0.361 -0.428
1.845 -1.809 1.112
0.879 -0.096 0.389
-0.961 1.114 0.938
0.969 -1.842 1.435
1.044 -0.543 -0.556
-1.402 0.089 0.627
0.966 -0.205 -0.019
0.182 -0.104 0.935
-0.149 2.538 1.723
-0.858 0.908 -0.176
0.050 0.290 -0.393
-0.240 -0.145 0.379

Calculated values
SMILES: C/N=C/C/C(C)=N/[Si](C)(C)C
HOMO: -8.6266 eV
E_tot: -19444.642 eV
lowest unoccupied orbital energy: 0.031 Eh

=====

[3]
ORCA calculation (the ωB97M-V functional and the def2-TZVPD basis) on 2 unconnected molecules or ions with the total composition C3H7N3O in a non-equilibrium geometry.

Each line ends with the natural charge from an NBO analysis.
Positions of all 14 atoms, in Å:
C: 1.23063 1.29939 -1.77105  -0.303
C: 1.59755 1.39030 -0.45934  -0.041
C: -2.02437 -1.24004 1.16524  -0.447
N: -0.26570 0.06348 1.34229  -0.002
N: 1.89045 0.39377 0.28880  -0.513
N: -0.68796 -0.84412 0.67243  0.233
O: -0.17681 -1.27751 -0.36907  -0.505
H: 0.75804 2.14965 -2.27697  0.193
H: 1.24864 0.28471 -2.18964  0.191
H: 1.59730 2.35317 -0.07200  0.169
H: -2.08100 -2.04600 1.98936  0.230
H: -2.43374 -0.35510 1.49024  0.227
H: -2.47924 -1.67172 0.39642  0.221
H: 1.82622 -0.49998 -0.20671  0.347

Cartesian forces, eV/Å:
-0.717 -0.581 -1.075
-0.301 0.133 -1.461
1.643 -2.211 3.091
1.451 1.812 1.581
0.951 -1.492 1.689
-0.443 -0.245 -0.008
-0.237 -1.390 -0.825
0.508 -0.477 -0.072
-0.217 0.640 -0.281
0.058 1.727 1.256
0.917 1.462 -1.078
-1.389 1.684 0.750
-2.194 -1.399 -3.489
-0.030 0.336 -0.077

Calculated values
HOMO (spin up / spin down): -8.6919 / -9.4910 eV
E_tot: -9735.263 eV
lowest unoccupied orbital energy (spin up / spin down): -0.019 / -0.023 Eh